No. 1
C5H9Cl | the ωB97M-V functional and the def2-TZVPD basis

The geometry in XYZ format:
```
15
C5H9Cl, DFT the ωB97M-V functional and the def2-TZVPD basis
C -2.1204 -0.4866 0.5488
C -1.1067 -0.5760 -0.7053
C 0.0767 0.0959 -0.4098
C 1.3897 -0.1059 -0.1722
C 2.3812 0.9440 0.1024
H -2.1517 0.6214 0.8707
H -3.0108 -1.0388 0.2513
H -1.7375 -1.3097 1.3047
H -1.0585 -1.5913 -0.9816
H -1.6405 0.1486 -1.5351
H -0.1090 1.2299 0.0800
H 1.6074 1.8496 -0.4294
H 3.2577 0.7306 -0.2449
H 2.4682 1.2494 1.3059
Cl 1.7542 -1.7609 0.0145
```

Computed properties:
HOMO energy, eV: -8.43
Energy, Ha: -655.9646
Relative energy (zero: lowest compared OMol25 entry of this formula, charge and spin), eV: 3.626
Frontier orbital gap, eV: 9.2
Structure (SMILES): CC/C=C(/C)Cl
Maximum force, eV Å⁻¹: 10.0

---

No. 2
C6H12N3 | the ωB97M-V functional and the def2-TZVPD basis

The geometry in XYZ format:
```
21
C6H12N3, DFT the ωB97M-V functional and the def2-TZVPD basis
C 1.6553 -1.8192 -0.0650
C 0.3296 -1.4350 0.2072
C 2.6149 -0.9216 -0.2155
C -0.3662 -0.4398 -0.4033
C 1.5427 1.0615 0.3856
C -2.9274 -0.1172 -0.3406
N 2.2425 0.4132 -0.4522
N 0.8381 2.1867 -0.0841
N -1.5574 0.1065 0.2065
H 2.0142 -2.8875 -0.0950
H -0.3351 -1.8651 1.0205
H 3.6674 -1.2581 -0.1960
H 0.1098 0.1632 -1.2390
H 1.2626 0.9190 1.4395
H -2.9417 0.4153 -1.2883
H -2.9973 -1.2636 -0.4408
H -3.6915 0.4919 0.1708
H 0.2948 2.7017 0.5511
H 1.3297 2.7263 -0.8805
H -1.6139 -0.3404 1.2247
H -1.4711 1.1624 0.4944
```

Computed properties:
HOMO energy, eV: -12.14
Energy, Ha: -399.7262
Relative energy (zero: lowest compared OMol25 entry of this formula, charge and spin), eV: 4.214
Frontier orbital gap, eV: 8.4
Structure (SMILES): C[NH2+]/C=C/C=C\N=C\N
Maximum force, eV Å⁻¹: 5.3
Net charge: +1

---

No. 3
C27H31F2N7O5S6SbW | the ωB97M-V functional and the def2-TZVPD basis

The geometry in XYZ format:
```
80
C27H31F2N7O5S6SbW, DFT the ωB97M-V functional and the def2-TZVPD basis
W 0.0011 -0.7717 -0.5999
S 3.6839 -3.2186 0.9796
Sb 3.1248 -2.0988 -1.0461
S 2.3112 0.0141 -0.2758
S 0.9165 -2.8088 -1.6327
C 2.0825 2.0707 -4.7984
N 1.3640 2.6028 -3.6578
C 1.3397 3.9233 -3.2555
C 0.6027 3.9855 -2.1408
N 0.1552 2.6892 -1.8559
C 0.6510 1.8366 -2.8012
S 0.5275 0.1722 -2.9920
C -0.6570 2.4709 -0.7096
C -1.5207 3.4981 -0.3556
C -2.1046 3.4852 0.8950
C -1.7766 2.4663 1.7695
C -0.9886 1.4391 1.2991
N -0.4879 1.3907 0.0526
H 2.6150 2.8879 -5.2777
H 1.3882 1.6185 -5.5050
H 2.7862 1.3087 -4.4670
H 1.8776 4.6911 -3.7808
H 0.4114 4.8083 -1.4800
H -1.7302 4.2937 -1.0541
H -2.7751 4.2822 1.1873
H -2.1289 2.4522 2.7902
H -0.7415 0.5974 1.9255
F 1.0112 -3.7833 4.9410
C 0.8257 -3.1356 3.7656
C 1.1456 -1.7968 3.6782
C 0.9676 -1.1479 2.4614
C 0.4481 -1.7877 1.3279
C 0.1627 -3.1519 1.4793
C 0.3454 -3.8338 2.6792
H 1.5516 -1.2861 4.5427
H 1.2752 -0.1089 2.3940
H -0.1715 -3.7275 0.6237
H 0.1438 -4.8940 2.7671
C -4.3548 -1.5260 0.0239
S -2.7442 -2.0777 0.5647
C -3.0862 -2.1734 2.3195
O -1.8843 -0.8081 0.4893
H -5.0965 -2.2241 0.4112
H -4.3674 -1.5588 -1.0618
H -4.5143 -0.5179 0.4031
H -3.7699 -3.0031 2.4980
H -3.5204 -1.2298 2.6471
H -2.1341 -2.3590 2.8123
C 4.0172 1.2139 2.8078
N 3.7388 2.4477 3.5044
C 4.2800 2.7064 4.8290
C 3.8186 4.1421 5.0988
N 2.6918 4.2495 4.1825
C 2.7856 3.3345 3.1729
S 1.8420 3.3414 1.8005
H 5.0955 1.0883 2.6988
H 3.5536 1.2446 1.8252
H 3.6196 0.3538 3.3545
H 5.3652 2.6038 4.8299
H 3.8669 1.9998 5.5570
H 4.6042 4.8644 4.8585
H 3.5099 4.2898 6.1319
H 2.2519 5.1271 3.9683
F 0.1295 -3.9752 -5.7107
C -0.9449 -3.8278 -4.9318
C -1.5556 -2.6494 -4.8144
N -2.6878 -2.4799 -4.0415
C -3.1342 -1.1366 -3.7210
C -2.4276 -0.5632 -2.4893
O -2.6935 0.5723 -2.1229
O -1.6099 -1.3912 -1.9377
C -3.1485 -3.4941 -3.2338
O -4.0595 -3.3466 -2.4372
N -2.5256 -4.7072 -3.4165
C -1.4117 -5.0015 -4.2067
O -0.9428 -6.1122 -4.2527
H -1.1862 -1.7693 -5.3213
H -4.2088 -1.1380 -3.5554
H -2.9209 -0.4805 -4.5640
H -2.8734 -5.4623 -2.8436
```

Computed properties:
Multiplicity: 4
HOMO energy (spin up / spin down), eV: -6.74 / -7.14
Energy, Ha: -4703.2868
Relative energy (zero: lowest compared OMol25 entry of this formula, charge and spin), eV: 0.552
Frontier orbital gap (spin up / spin down), eV: 6.7 / 5.7
Maximum force, eV Å⁻¹: 0.3

---

No. 4
C17H37OPbSSbSe4Si3 | the ωB97M-V functional and the def2-TZVPD basis

The geometry in XYZ format:
```
65
C17H37OPbSSbSe4Si3, DFT the ωB97M-V functional and the def2-TZVPD basis
Pb -1.8681 0.6713 -0.6676
Se -1.6384 -0.0122 2.0051
Se -2.7381 1.9419 2.9968
Se -1.8569 3.8928 1.9848
Se -1.6447 3.5234 -0.3496
C 2.1917 -2.3734 -2.0650
Si 2.6677 -0.4917 -2.2327
C 4.5650 -0.3744 -2.2854
C 1.9295 0.3697 -3.7739
Sb 1.6314 0.8585 -0.1945
Si 2.6389 -0.1859 1.9496
C 1.8501 -1.9160 2.1109
C 2.1030 0.7746 3.4776
C 4.5413 -0.3095 1.9837
Si 2.7124 3.2110 -0.2683
C 2.1929 4.1224 1.3547
C 1.9923 4.1100 -1.7663
C 4.6038 3.2039 -0.3657
H 2.1884 -2.8914 -3.0529
H 1.1714 -2.5440 -1.7273
H 2.9139 -2.9359 -1.4495
H 4.9398 -0.8115 -3.2299
H 4.9915 -0.8538 -1.3921
H 4.8253 0.6947 -2.2619
H 2.2988 -0.0971 -4.7171
H 2.1912 1.4339 -3.7741
H 0.8245 0.2767 -3.8922
H 0.7732 -1.7914 2.2335
H 2.2722 -2.4285 3.0135
H 1.9765 -2.5424 1.1970
H 1.0386 0.5884 3.6594
H 2.2543 1.8708 3.4212
H 2.6046 0.3737 4.3974
H 4.8451 -1.3400 1.6083
H 4.8946 -0.2306 3.0472
H 5.0527 0.4411 1.4015
H 1.1501 3.8772 1.5879
H 2.2204 5.2241 1.1663
H 2.8121 3.8521 2.2326
H 0.9367 3.8483 -1.9673
H 2.5605 3.8845 -2.6754
H 2.0732 5.2215 -1.6180
H 4.9291 2.1458 -0.3742
H 5.1002 3.6637 0.5424
H 4.8865 3.7017 -1.2990
C -4.1544 -5.2912 0.6154
C -4.7480 -3.9236 0.5778
C -4.9428 -3.1093 1.7215
C -5.2249 -1.7651 1.5680
C -5.4248 -1.2365 0.2988
C -5.4172 -2.0411 -0.8148
C -5.1146 -3.3742 -0.6804
S -5.4882 0.5299 0.0882
C -6.5965 0.6896 -1.3486
O -4.1989 0.9082 -0.6930
H -3.5568 -5.4487 1.5483
H -3.5396 -5.4292 -0.2937
H -4.9623 -6.0364 0.5595
H -4.8365 -3.5306 2.7317
H -5.2012 -1.0651 2.3931
H -5.6092 -1.5890 -1.8066
H -5.1297 -4.0527 -1.5455
H -5.9572 0.5626 -2.2604
H -7.0990 1.6543 -1.3432
H -7.3977 -0.0997 -1.2872
```

Computed properties:
HOMO energy, eV: -6.68
Energy, Ha: -12050.7888
Relative energy (zero: lowest compared OMol25 entry of this formula, charge and spin), eV: 0.326
Frontier orbital gap, eV: 6.6
Maximum force, eV Å⁻¹: 1.7

---

No. 5
C23H16Cl2N6RhSe | the ωB97M-V functional and the def2-TZVPD basis

The geometry in XYZ format:
```
49
C23H16Cl2N6RhSe, DFT the ωB97M-V functional and the def2-TZVPD basis
Rh 0.0370 0.0317 0.1725
C 0.0654 0.5188 4.6102
C -0.6567 -0.5880 5.0258
C -1.1721 -1.4597 4.0775
C -0.9498 -1.2139 2.7314
N -0.2365 -0.1409 2.3393
C 0.2488 0.7057 3.2549
C -1.4877 -2.0994 1.6549
C -2.2681 -3.2105 1.9334
C -2.7588 -3.9848 0.8925
C -2.4598 -3.6344 -0.4142
C -1.6771 -2.5184 -0.6235
N -1.2032 -1.7684 0.3776
H 0.4724 1.2288 5.3156
H -0.8253 -0.7729 6.0782
H -1.7430 -2.3158 4.4009
H 0.7852 1.5682 2.8781
H -2.5066 -3.4803 2.9501
H -3.3703 -4.8513 1.1056
H -2.8228 -4.2099 -1.2533
H -1.4099 -2.2034 -1.6240
Se 5.3107 0.1219 -5.6208
N 3.5328 0.2164 -5.6101
C 3.1573 0.1615 -4.3668
C 1.7810 0.2192 -3.9286
C 0.7143 0.3414 -4.8242
C -0.5683 0.4148 -4.3149
C -0.7419 0.3637 -2.9397
N 0.2747 0.2307 -2.0763
C 1.5163 0.1607 -2.5553
C 2.6116 0.0197 -1.5601
N 2.2575 -0.0533 -0.2739
C 3.2114 -0.1812 0.6581
C 4.5631 -0.2363 0.3530
C 4.9457 -0.1614 -0.9717
C 3.9537 -0.0314 -1.9496
C 4.2623 0.0403 -3.3610
N 5.4656 0.0059 -3.8496
H 0.9024 0.3805 -5.8896
H -1.4268 0.5187 -4.9632
H -1.7299 0.4419 -2.5005
H 2.8672 -0.2444 1.6829
H 5.2911 -0.3400 1.1449
H 5.9882 -0.2023 -1.2607
Cl -4.0732 2.7476 -0.9467
C -2.5438 3.4517 -0.5715
Cl -1.4424 2.2276 0.2959
H -2.6266 4.2483 0.1586
H -2.0038 3.7398 -1.4642
```

Computed properties:
Multiplicity: 5
HOMO energy (spin up / spin down), eV: -17.08 / -17.12
Energy, Ha: -4645.9751
Relative energy (zero: lowest compared OMol25 entry of this formula, charge and spin), eV: 0.000
Frontier orbital gap (spin up / spin down), eV: 7.1 / 4.1
Maximum force, eV Å⁻¹: 0.3
Net charge: +3